1.
30
Properties=species:S:1:pos:R:3 method="wB97M-V/def2-TZVPD" smiles="C=[P@]1(C)N[P@](=C)(C)N[P@@](=C)(C)N1" spin_multiplicity=1 homo_ev=-7.39 lumo_energy_ev=0.7 total_charge=0
C 2.11942 -2.20506 -0.76887
C 0.56454 3.13769 -0.20940
C -3.46783 -0.75497 -0.17287
C 0.96901 -2.10508 1.80833
C 1.35700 1.45890 -2.42734
C -1.61919 0.54837 1.69341
N 1.30925 0.19650 0.35705
N -0.76816 -1.37926 -0.07753
N -1.06864 1.06400 -0.83082
P 0.94690 -1.39530 0.15754
P 0.52500 1.54699 -0.77380
P -1.92614 -0.11395 0.05294
H 2.61377 -1.76792 -1.59120
H 2.28360 -3.33332 -0.65136
H -0.27861 3.20728 0.65699
H 1.59615 3.52480 0.01342
H -3.54255 -0.99941 -1.16217
H -4.18836 -0.00546 0.42235
H 2.02770 -2.20115 2.18653
H 0.47790 -1.48600 2.66901
H 0.28133 -2.85692 1.92757
H 2.34721 1.88857 -2.13922
H 1.61224 0.42690 -2.71537
H 0.78628 2.08029 -3.01692
H -2.30859 1.48829 1.91257
H -1.78349 -0.08409 2.48767
H -0.61419 0.74322 1.94266
H 2.25003 0.46650 0.54895
H -1.16811 -2.07626 -0.68838
H -1.47697 1.55125 -1.58629

---

2.
28
Properties=species:S:1:pos:R:3 method="wB97M-V/def2-TZVPD" smiles=C[C@H](N)C(C)(C)C(N)(N)N spin_multiplicity=1 homo_ev=-7.96 lumo_energy_ev=0.9 total_charge=0
C 1.16928 0.14340 -0.72426
C -0.20531 -0.32243 -0.30258
C -0.33737 0.44096 1.30728
C -1.35867 0.20298 -1.16825
C -0.32234 -1.83707 -0.11321
C -1.37033 -0.23042 2.20256
N 1.23611 -0.52158 -2.24726
N 1.34725 1.52580 -0.79017
N 2.24956 -0.47990 -0.08400
N -0.60142 1.87833 1.16687
H 0.63464 0.34375 1.79810
H 2.18271 1.94280 -1.17741
H 0.69075 2.11375 -0.26082
H 2.62509 -1.31080 -0.54126
H 2.80607 0.03880 0.58357
H 1.56272 -1.39881 -2.64329
H 0.73324 -0.01358 -2.97064
H -1.58619 2.01992 0.92359
H -0.50775 2.34597 2.07417
H -1.18644 1.22275 -1.52265
H -1.49594 -0.42583 -2.05247
H -2.30119 0.20042 -0.61104
H 0.39688 -2.20309 0.62348
H -1.32377 -2.09987 0.24118
H -0.13514 -2.36378 -1.05284
H -1.48639 0.31487 3.14868
H -2.35615 -0.28071 1.73070
H -1.05987 -1.24662 2.46196

---

3.
28
Properties=species:S:1:pos:R:3 method="wB97M-V/def2-TZVPD" spin_multiplicity=1 homo_ev=-6.22 lumo_energy_ev=0.7 total_charge=0
C 2.21409 0.86568 0.12002
C 2.53883 -0.53375 -0.05551
C 3.35575 1.83966 0.29759
N 1.40412 0.77756 1.75369
H 1.44757 1.28533 -0.53502
H 1.67259 1.37029 2.54012
H 0.37879 0.72166 1.64678
H 3.04098 2.69970 0.89142
H 4.17940 1.38180 0.84875
H 3.58808 -0.76472 -0.21833
H 1.77295 -1.13534 -0.54212
H 1.79913 -0.26512 1.70713
H 3.69780 2.19249 -0.67391
C -2.67144 -0.93871 -1.95297
C -2.37665 -2.19948 0.16966
N -2.21191 -0.96474 -0.57757
C -1.62749 0.11482 0.03334
N -1.37539 1.20522 -0.78681
N -1.45261 0.26331 1.30171
H -0.92891 0.99650 -1.66828
H -0.87870 1.92552 -0.28169
H -1.90396 -0.45303 1.85824
H -3.58393 -1.53080 -2.04254
H -3.20095 -2.13205 0.88781
H -1.91859 -1.34809 -2.63810
H -2.90321 0.07846 -2.26254
H -1.45558 -2.44468 0.70360
H -2.60075 -3.00751 -0.52446

---

4.
30
Properties=species:S:1:pos:R:3 method="wB97M-V/def2-TZVPD" spin_multiplicity=1 homo_ev="-13.96 / -14.37" lumo_energy_ev="-6.7 / -6.7" total_charge=+2
C 3.24415 -0.08367 -0.84625
C 2.59043 -0.70044 0.28565
C 2.20608 -2.10298 0.55912
C -1.78759 1.11142 -0.14107
C -0.20572 0.98241 -0.08226
C -2.43330 0.04752 0.75146
N 2.49442 0.31515 1.32120
N 3.10749 1.37472 0.89440
N 3.42447 1.23489 -0.32644
N 0.32438 -0.16172 -0.71210
N -3.84898 0.29560 0.94551
N 0.79091 -0.12108 -1.92303
H 4.03668 -0.56692 -1.30502
H 2.32796 -0.00643 -1.70677
H 2.91857 -2.80225 0.19786
H 1.34476 -2.41954 0.12282
H 2.10402 -2.22417 1.56006
H -2.36717 1.21521 -1.05791
H -1.92595 2.13693 0.25445
H 0.21863 1.94162 -0.47108
H -0.00988 0.99884 1.01620
H -2.36205 -0.92913 0.27812
H -1.83580 -0.17853 1.65855
H 3.90646 1.93477 -0.81516
H -4.27509 -0.42170 1.57282
H -4.36218 0.05738 0.04020
H -4.09405 1.27158 1.21543
H 0.56047 0.71746 -2.56190
H 2.35859 0.22847 2.32921
H 0.64279 -1.00076 -2.42362

---

5.
43
Properties=species:S:1:pos:R:3 method="wB97M-V/def2-TZVPD" spin_multiplicity=1 homo_ev=-7.96 lumo_energy_ev=0.4 total_charge=0
Pb 0.33216 0.14542 -0.25418
O 2.24609 3.36917 1.46548
C 1.89948 3.37026 0.12942
O 1.55685 2.27694 -0.38942
O 1.81138 4.47928 -0.43716
H 2.26487 4.34224 1.54687
O 1.26774 -1.12913 -4.38926
C 0.93244 -1.08660 -3.06695
O -0.23139 -1.36433 -2.70626
O 1.76792 -0.53055 -2.28512
H 2.22280 -1.28008 -4.28965
C 0.32021 0.93553 3.36584
O 0.16195 0.81359 2.15040
N -0.72706 1.08265 4.22196
N 1.58113 0.92332 3.91939
H -1.60039 1.17821 3.73097
H -0.47045 1.52230 5.08776
H 2.22780 0.63594 3.20414
H 1.79259 1.53550 4.68308
C -2.55444 -2.12139 0.03094
O -1.85111 -1.26126 0.57703
N -3.59966 -2.71831 0.66783
N -2.46511 -2.36194 -1.29220
H -3.75269 -2.46877 1.62641
H -4.18750 -3.37114 0.18886
H -3.00911 -3.03725 -1.79886
H -1.68870 -1.98588 -1.83540
C -1.74377 2.81346 -1.64130
O -1.29058 1.97726 -0.86689
N -2.41393 2.46094 -2.77995
N -1.36894 4.13006 -1.59525
H -3.00390 1.64777 -2.76243
H -2.58639 3.16484 -3.47206
H -0.47515 4.31794 -1.14583
H -1.49569 4.68878 -2.42062
C 1.91719 -3.01958 0.28631
O 1.06901 -2.14114 0.19313
N 3.00562 -3.13241 -0.52361
N 1.82031 -4.01215 1.21984
H 2.95777 -2.39182 -1.21845
H 3.83760 -3.62884 -0.28130
H 1.08840 -3.96637 1.90593
H 2.43465 -4.80245 1.25054

---

6.
26
Properties=species:S:1:pos:R:3 method="wB97M-V/def2-TZVPD" spin_multiplicity=1 homo_ev=-14.67 lumo_energy_ev=-3.1 total_charge=+1
C 0.00223 2.38680 -0.65060
C 0.54491 1.25573 0.12752
C 0.86033 -0.15946 -0.38992
C 1.71797 -0.87605 0.66975
C -0.33796 -1.00528 -0.64647
C 0.24505 -2.32877 -1.45807
N -0.13421 1.24713 1.48539
H 0.02487 3.40055 -0.18017
H -1.09103 2.22458 -0.93857
H 0.49193 2.51983 -1.55658
H 1.69171 1.65769 0.31906
H 1.45535 -0.07352 -1.50628
H 2.37707 -0.20805 1.22590
H 2.30516 -1.63742 0.22851
H 0.92671 -1.37767 1.31151
H -1.09186 -0.54324 -1.24109
H -0.90383 -1.43901 0.20073
H 1.09635 -2.95943 -0.99954
H 0.66375 -2.33706 -2.44150
H -0.54829 -3.12587 -1.61669
H -1.15067 0.91444 1.42087
H -0.18910 2.19298 1.94697
H 0.33662 0.56842 2.10438
H -3.07337 -0.75829 1.23356
H -3.35243 0.32366 0.23903
O -2.86724 0.13731 1.11231

---

7.
26
Properties=species:S:1:pos:R:3 method="wB97M-V/def2-TZVPD" spin_multiplicity=2 homo_ev="-18.52 / -18.51" s_squared=0.7527 lumo_energy_ev="-6.4 / -13.6" total_charge=+2
C -0.88973 -1.60834 -0.51139
C 0.04157 -0.91257 0.49942
C 0.50509 0.51460 0.24709
C -0.64718 1.50467 -0.05292
C -1.22694 2.51740 0.90725
C -0.65088 3.90154 1.04203
N 1.22940 -1.86712 0.61517
H -0.44096 -1.63258 -1.50406
H -1.84028 -1.10173 -0.63429
H -1.01132 -2.63668 -0.17174
H -0.58201 -0.97209 1.39332
H 1.36862 0.50452 -0.39047
H 0.98596 0.96843 1.12421
H -0.09446 2.11837 -0.79147
H -1.46191 0.92378 -0.47341
H -1.22764 1.97839 1.90180
H -2.30300 2.61501 0.72910
H 0.07085 4.00460 1.86989
H -0.03331 4.14587 0.16464
H -1.44305 4.63277 1.15235
H 1.31158 -2.37253 -0.29545
H 1.32274 -2.36261 1.50294
H 2.11698 -1.36298 0.52785
H 0.79913 -3.98681 -2.43679
H 1.04154 -2.61314 -3.01865
O 1.23973 -3.14871 -2.23705

---

8.
28
Properties=species:S:1:pos:R:3 method="wB97M-V/def2-TZVPD" spin_multiplicity=1 homo_ev=-2.61 lumo_energy_ev=3.1 total_charge=-1
C 1.87684 -0.68483 0.03042
C 3.24321 0.01117 -0.14769
S 3.93088 0.99593 1.20935
C 0.79456 0.08614 0.74005
N 0.23356 1.02734 -0.22618
C -0.77568 1.90165 0.44081
C -2.16134 1.33601 0.07721
C -3.13103 0.87579 1.17713
H 1.55160 -0.89562 -0.98739
H 2.12042 -1.66800 0.45902
H 3.96979 -0.76015 -0.43399
H 3.14323 0.75908 -0.96555
H 1.19441 0.53858 1.65779
H 0.02274 -0.67057 1.03763
H 1.03307 1.58169 -0.54240
H -0.71122 1.77049 1.55796
H -0.61402 2.97388 0.35251
H -2.76721 1.99637 -0.54561
H -2.01426 0.49232 -0.59179
H -3.79707 1.64142 1.60578
H -3.59148 -0.04997 0.83248
H -2.55790 0.49330 2.05821
H 0.42328 -3.22001 -1.71984
H 1.92626 -3.38311 -1.58782
O 1.12420 -3.87263 -1.83685
H -0.85659 -1.01923 -0.77092
H -1.96409 -0.78946 -1.74213
O -1.64614 -1.46759 -1.13818

---

9.
34
Properties=species:S:1:pos:R:3 method="wB97M-V/def2-TZVPD" spin_multiplicity=1 homo_ev=-4.12 lumo_energy_ev=2.5 total_charge=-1
N -2.50590 0.98227 -1.66712
O -2.21037 0.70647 -0.46188
O -3.61736 1.00061 -2.07663
O -1.68500 1.30995 -2.46635
C 2.25274 -2.36522 1.56571
C 1.23305 -3.35610 2.16539
O -0.09565 -3.02448 1.77777
O 2.09956 -1.09849 2.15010
H 1.89722 -2.20590 0.54770
H 3.23311 -2.81061 1.39655
H 1.31416 -3.24408 3.24658
H 1.34580 -4.39227 1.84646
H -0.10730 -2.16943 1.34145
H 1.20229 -0.79394 1.99598
C 2.64788 -3.05691 -4.76433
C 4.06666 -3.57990 -5.04961
O 5.08153 -3.45854 -4.07001
O 2.63514 -1.63269 -4.55067
H 2.32590 -3.53312 -3.83823
H 1.97886 -3.30584 -5.58806
H 4.49451 -3.08998 -5.92426
H 3.89107 -4.64703 -5.18566
H 5.52923 -2.67555 -4.39877
H 1.83857 -1.35399 -4.09307
C -3.18279 4.67921 3.75836
C -4.19960 5.82095 3.39667
O -4.83949 6.21996 4.63916
O -3.77930 3.34877 3.71925
H -2.79730 5.00304 4.72513
H -2.39884 4.82283 3.01478
H -4.92672 5.64333 2.60430
H -3.73611 6.71474 2.97903
H -5.63851 6.62000 4.28823
H -3.34703 2.92179 2.97600

---

10.
35
Properties=species:S:1:pos:R:3 method="wB97M-V/def2-TZVPD" spin_multiplicity=1 homo_ev=-7.17 lumo_energy_ev=0.0 total_charge=0
Na -19.46459 13.13942 -17.44402
O -18.22231 12.96216 -18.77833
H -18.68675 13.46742 -19.47370
O -20.42684 12.34280 -21.25191
S -20.76751 12.03923 -19.85880
O -20.62843 13.04465 -18.82284
O -22.34683 11.45620 -19.73552
C -22.93818 11.21661 -18.45256
C -24.28018 11.85434 -18.23702
C -19.88244 10.40605 -19.32694
H -22.34959 11.65516 -17.64675
H -23.06595 10.15562 -18.23788
H -24.56136 11.77672 -17.18679
H -24.99145 11.45127 -18.95794
H -24.32530 12.90336 -18.52960
H -18.87364 10.81684 -19.28580
H -19.99885 9.77282 -20.20646
H -20.36450 10.12107 -18.39179
C -19.00615 17.07844 -17.96510
O -20.11292 16.50336 -18.59284
P -21.11925 15.65038 -17.62146
O -20.44134 14.41168 -17.10431
O -21.55190 16.76171 -16.48680
C -22.56394 16.48368 -15.52816
O -22.38454 15.46876 -18.62014
C -22.29589 14.58253 -19.69966
H -18.33008 16.23407 -17.83063
H -19.12758 17.44527 -16.94588
H -18.47194 17.83503 -18.53980
H -23.48835 16.03840 -15.89604
H -22.98126 17.37589 -15.06137
H -22.24523 15.84795 -14.70211
H -21.29205 14.19240 -19.86755
H -22.51675 15.11539 -20.62452
H -23.01937 13.78787 -19.51751

---

11.
26
Properties=species:S:1:pos:R:3 method="wB97M-V/def2-TZVPD" smiles=CCCC(C)C.O.O spin_multiplicity=1 homo_ev=-10.74 lumo_energy_ev=0.5 total_charge=0
C -1.58763 1.81835 -0.75560
C -2.04153 1.02538 0.46876
C -0.94019 0.10859 1.01193
C -1.44747 -1.20068 1.67269
C -0.21315 -2.02211 2.10211
C -2.36697 -0.89139 2.85859
H -2.32884 2.56257 -1.03858
H -0.66227 2.35977 -0.50470
H -1.36309 1.27716 -1.68878
H -2.93248 0.43551 0.26845
H -2.31158 1.78679 1.19796
H -0.25177 0.60800 1.70649
H -0.35545 -0.21034 0.15350
H -1.99279 -1.76326 0.91139
H 0.27850 -1.56344 2.95179
H 0.37481 -2.22190 1.19575
H -0.54075 -3.02616 2.38546
H -2.65271 0.16227 2.85502
H -3.30887 -1.43013 2.78942
H -1.94764 -1.07827 3.84991
H 4.19117 2.23696 -3.34885
H 5.21944 3.04394 -4.21998
O 4.43347 2.49707 -4.24712
H 5.17510 -1.27129 -4.89853
H 4.72411 -1.33708 -3.45102
O 4.84855 -1.90631 -4.22607

---

12.
27
Properties=species:S:1:pos:R:3 method="wB97M-V/def2-TZVPD" spin_multiplicity=2 homo_ev="-12.07 / -12.06" s_squared=0.7544 lumo_energy_ev="-3.6 / -10.2" total_charge=+1
C -3.29606 0.17112 -1.38059
C -4.26444 -1.00407 -1.85390
O -4.16079 -1.94783 -0.82704
H -2.44134 -0.33531 -0.93217
H -3.78281 0.81012 -0.64381
H -3.02546 0.62797 -2.33252
H -3.95111 -1.47704 -2.78462
H -5.27429 -0.61322 -1.97864
H -3.26308 -2.23352 -0.64240
C 2.91794 -0.94419 0.25412
C 4.22712 -1.64079 0.58204
O 5.28663 -0.74624 0.63909
H 2.49409 -0.55402 1.17944
H 2.24981 -1.75140 -0.04607
H 3.13556 -0.19712 -0.50918
H 4.38034 -2.49692 -0.07497
H 4.23129 -2.09765 1.57167
H 6.03707 -1.25320 0.95757
C -0.36424 2.87740 0.90828
C -0.29806 1.41495 1.33471
O 0.10889 0.66143 0.22431
H -1.21914 2.95821 0.23693
H 0.50840 3.09147 0.29122
H -0.29181 3.64399 1.67977
H -1.31547 1.12980 1.60244
H 0.30764 1.30186 2.23385
H 1.06330 0.60421 0.31048

---

Please write out number 9 again, unchanged.
34
Properties=species:S:1:pos:R:3 method="wB97M-V/def2-TZVPD" spin_multiplicity=1 homo_ev=-4.12 lumo_energy_ev=2.5 total_charge=-1
N -2.50590 0.98227 -1.66712
O -2.21037 0.70647 -0.46188
O -3.61736 1.00061 -2.07663
O -1.68500 1.30995 -2.46635
C 2.25274 -2.36522 1.56571
C 1.23305 -3.35610 2.16539
O -0.09565 -3.02448 1.77777
O 2.09956 -1.09849 2.15010
H 1.89722 -2.20590 0.54770
H 3.23311 -2.81061 1.39655
H 1.31416 -3.24408 3.24658
H 1.34580 -4.39227 1.84646
H -0.10730 -2.16943 1.34145
H 1.20229 -0.79394 1.99598
C 2.64788 -3.05691 -4.76433
C 4.06666 -3.57990 -5.04961
O 5.08153 -3.45854 -4.07001
O 2.63514 -1.63269 -4.55067
H 2.32590 -3.53312 -3.83823
H 1.97886 -3.30584 -5.58806
H 4.49451 -3.08998 -5.92426
H 3.89107 -4.64703 -5.18566
H 5.52923 -2.67555 -4.39877
H 1.83857 -1.35399 -4.09307
C -3.18279 4.67921 3.75836
C -4.19960 5.82095 3.39667
O -4.83949 6.21996 4.63916
O -3.77930 3.34877 3.71925
H -2.79730 5.00304 4.72513
H -2.39884 4.82283 3.01478
H -4.92672 5.64333 2.60430
H -3.73611 6.71474 2.97903
H -5.63851 6.62000 4.28823
H -3.34703 2.92179 2.97600